1.
DFT (ωB97M-V with the def2-TZVPD basis set) results for a molecular structure, C20H55FLiN5O5 in a non-equilibrium geometry.

Geometry as XYZ:
```
87
Properties=species:S:1:pos:R:3:lowdin_charge:R:1
Li -0.06120 -0.47972 3.48086 0.793
F 0.09429 0.25960 1.78347 -0.600
C -3.48035 4.02823 2.46699 -0.065
C -2.77169 2.79342 1.92073 -0.439
C -2.65895 2.87574 0.40096 -0.220
O -3.88602 3.30264 -0.15425 -0.182
C -4.16485 2.76039 -1.42508 -0.099
N -1.43770 2.69147 2.54080 0.038
H -3.39033 4.04643 3.54958 0.074
H -4.52354 4.02779 2.14797 0.073
H -3.07619 4.94211 2.02155 0.083
H -3.36821 1.90392 2.13889 0.134
H -2.36980 1.88219 0.02358 0.100
H -1.82449 3.53758 0.11472 0.130
H -4.52532 1.72592 -1.34113 0.085
H -3.26491 2.76123 -2.04910 0.067
H -4.93269 3.33942 -1.93345 0.087
H -0.87494 3.45734 2.17871 0.069
H -0.99745 1.84118 2.17225 0.005
C 4.83076 2.74122 2.01422 -0.059
C 3.34729 2.45248 1.93646 -0.425
C 2.74967 2.66524 0.56222 -0.230
O 2.98835 3.97577 0.10560 -0.176
C 2.35057 4.21930 -1.11109 -0.126
N 3.08072 1.05733 2.35602 0.058
H 5.23287 2.44310 2.98519 0.079
H 4.98059 3.81839 1.91284 0.078
H 5.46129 2.23921 1.27455 0.071
H 2.83817 3.11885 2.63876 0.139
H 1.66159 2.50811 0.61580 0.109
H 3.16829 1.92889 -0.14410 0.119
H 2.75047 3.57711 -1.90788 0.089
H 2.45991 5.26449 -1.38949 0.085
H 1.27331 3.99758 -1.04694 0.080
H 2.11800 0.85130 2.08173 0.016
H 3.66017 0.47935 1.74534 0.038
C -3.88113 -4.94910 0.85161 -0.060
C -4.79419 -3.87946 0.29713 -0.454
C -4.02859 -2.68906 -0.24050 -0.218
O -3.40941 -2.05159 0.86292 -0.193
C -2.59132 -0.97079 0.46516 -0.108
N -5.64223 -4.43175 -0.77986 0.031
H -3.23521 -5.30841 0.04442 0.086
H -4.46707 -5.82132 1.15885 0.074
H -3.28475 -4.61751 1.69536 0.076
H -5.41928 -3.45164 1.09657 0.138
H -4.71006 -1.94314 -0.67741 0.125
H -3.27867 -2.99729 -0.98139 0.134
H -2.40115 -0.37393 1.35230 0.066
H -3.14956 -0.37603 -0.27244 0.076
H -1.65263 -1.32886 0.03272 0.077
H -6.41748 -3.79634 -0.94538 0.068
H -6.08686 -5.27173 -0.41925 0.065
C 3.02213 -3.70632 1.44888 -0.062
C 2.54802 -2.28684 1.18753 -0.423
C 3.46956 -1.58840 0.18894 -0.221
O 4.69566 -1.29566 0.83190 -0.202
C 5.59910 -0.62971 -0.02303 -0.108
N 1.15787 -2.33140 0.65941 0.058
H 3.15362 -4.22746 0.49116 0.077
H 2.28109 -4.29048 1.99229 0.072
H 3.99982 -3.73862 1.93087 0.078
H 2.55029 -1.67563 2.09471 0.123
H 2.99115 -0.65253 -0.13334 0.103
H 3.67715 -2.24572 -0.66844 0.131
H 5.88858 -1.28509 -0.86047 0.090
H 6.49033 -0.37106 0.53913 0.090
H 5.13294 0.25197 -0.48350 0.081
H 0.81143 -1.37145 0.72942 0.011
H 1.27102 -2.52493 -0.33561 0.040
C -0.66516 1.26387 -3.32432 -0.055
C -0.25818 0.11144 -2.42262 -0.417
C 0.38274 -0.99014 -3.20700 -0.231
O 0.87590 -1.99318 -2.37463 -0.214
C 1.42391 -3.05329 -3.09524 -0.108
N 0.71320 0.61118 -1.41893 0.078
H -1.35508 1.93961 -2.82341 0.049
H -1.07476 0.98187 -4.29829 0.079
H 0.22772 1.85487 -3.55077 0.079
H -1.13283 -0.25022 -1.86891 0.117
H 1.17790 -0.57578 -3.85421 0.140
H -0.33240 -1.37898 -3.95296 0.135
H 2.21329 -2.69031 -3.77047 0.095
H 0.66038 -3.53278 -3.72058 0.094
H 1.87334 -3.79785 -2.44198 0.086
H 0.25435 0.86730 -0.54501 0.047
H 1.28782 -0.17496 -1.12859 0.027
```

Properties
Maximum force: 1.573 eV/Å
M: 471.6 g/mol
Energy: -1552.35681 a.u.
HOMO-LUMO gap: 0.30173 Ha
HOMO: -9.074 eV


2.
DFT (ωB97M-V with the def2-TZVPD basis set) results for 6 unconnected molecules or ions with the total composition C20H55N6O8 in a non-equilibrium geometry.

Geometry as XYZ:
```
89
Properties=species:S:1:pos:R:3:lowdin_charge:R:1
N -0.19249 -0.93084 -0.84625 -0.546
O -0.03383 0.31585 -0.76767 -0.085
O 0.69714 -1.69299 -0.40419 -0.052
O -1.23729 -1.38845 -1.35462 -0.040
C 4.68395 -2.54897 0.87921 -0.051
C 4.07104 -3.70276 0.08672 -0.436
C 4.77614 -5.00576 0.36171 -0.239
O 6.12243 -4.88578 -0.03906 -0.188
C 6.86001 -6.05047 0.18281 -0.128
N 2.62912 -3.86733 0.31601 0.054
H 4.28631 -1.61726 0.47820 0.047
H 5.76135 -2.49032 0.69197 0.079
H 4.47999 -2.67647 1.94098 0.079
H 4.22279 -3.51794 -0.98305 0.144
H 4.26865 -5.85731 -0.11626 0.128
H 4.73650 -5.24998 1.44491 0.128
H 6.72736 -6.75110 -0.65724 0.088
H 6.47170 -6.60029 1.05322 0.083
H 7.90675 -5.80229 0.31745 0.083
H 2.14716 -2.97046 0.24376 0.026
H 2.47696 -4.18007 1.27315 0.070
C -4.32280 1.47505 -4.19065 -0.072
C -3.49763 0.31814 -3.64637 -0.446
C -2.06590 0.39093 -4.12983 -0.224
O -1.99755 0.21538 -5.52226 -0.188
C -0.66918 0.19559 -5.96740 -0.129
N -3.60833 0.27048 -2.19877 0.049
H -3.97560 2.42738 -3.77538 0.070
H -5.37236 1.34210 -3.92607 0.069
H -4.23019 1.51276 -5.27717 0.069
H -3.99757 -0.57469 -4.04674 0.136
H -1.42897 -0.34961 -3.62545 0.114
H -1.66255 1.38008 -3.85568 0.119
H -0.72209 0.00259 -7.03947 0.081
H -0.12687 -0.63104 -5.48656 0.089
H -0.11853 1.12591 -5.78430 0.086
H -3.30283 1.17666 -1.83233 0.035
H -2.89489 -0.36570 -1.82811 0.037
C -1.25899 -1.13168 3.64977 -0.064
C -2.76327 -1.32889 3.50765 -0.452
C -3.23617 -0.73943 2.19622 -0.225
O -4.63503 -0.56010 2.20845 -0.184
C -5.07882 0.31987 1.18985 -0.101
N -3.16002 -2.71428 3.61932 0.038
H -1.03695 -0.06010 3.63534 0.073
H -0.75936 -1.61357 2.81453 0.080
H -0.94141 -1.46704 4.63875 0.071
H -3.29242 -0.75040 4.27812 0.136
H -2.94112 -1.36945 1.33442 0.137
H -2.71526 0.21193 1.99789 0.116
H -6.16556 0.38363 1.23160 0.082
H -4.71457 0.00403 0.20849 0.069
H -4.73804 1.34291 1.42314 0.079
H -2.60969 -3.23827 4.28334 0.059
H -3.22341 -3.24101 2.76209 0.071
C 3.76947 2.60120 0.20094 -0.077
C 3.64054 1.09977 0.30542 -0.457
C 2.84290 0.74736 1.56788 -0.217
O 3.38619 1.23402 2.77300 -0.180
C 4.31440 0.34150 3.33653 -0.122
N 2.95533 0.60545 -0.88161 0.052
H 4.23311 2.90064 -0.74625 0.073
H 4.35234 3.09080 0.98553 0.072
H 2.79607 3.11032 0.18877 0.076
H 4.65059 0.67677 0.36464 0.125
H 2.65087 -0.33449 1.61216 0.113
H 1.85572 1.20552 1.44579 0.118
H 4.72888 0.81429 4.22704 0.082
H 5.13997 0.12207 2.64786 0.082
H 3.82443 -0.59480 3.63480 0.084
H 1.97443 0.88893 -0.86503 0.042
H 2.89875 -0.40981 -0.87538 0.046
C -1.04598 3.27162 0.95301 -0.043
C -2.14104 2.93653 -0.06654 -0.411
C -3.15766 4.04498 -0.24608 -0.224
O -3.73050 4.31351 1.00935 -0.188
C -4.64967 5.34499 0.93367 -0.141
N -1.61645 2.57583 -1.40962 0.037
H -0.11460 2.75259 0.72759 0.054
H -1.36234 3.04738 1.97150 0.073
H -0.78618 4.33953 0.89937 0.078
H -2.68589 2.06390 0.30728 0.112
H -3.93476 3.72540 -0.95011 0.123
H -2.68016 4.96890 -0.61369 0.129
H -5.37029 5.17748 0.11623 0.088
H -4.15034 6.29436 0.67455 0.087
H -5.18140 5.44233 1.87375 0.084
H -0.97909 1.78414 -1.28681 0.026
H -1.02545 3.32781 -1.76370 0.080
```

Properties
Net charge: -1
Maximum force: 1.294 eV/Å
M: 507.7 g/mol
Energy: -1725.36147 a.u.
HOMO-LUMO gap: 0.31457 Ha
HOMO: -5.973 eV


> energy of number 1 (C20H55FLiN5O5)?

-1552.35681 a.u.